[1]
ORCA calculation (ωB97M-V/def2-TZVPD) on C6H12IN4O as an isolated structure in a non-equilibrium geometry.

## Properties
Highest occupied orbital energy   -12.05 eV
Frontier orbital gap   0.307 hartree
Largest force on an atom   0.059 hartree/bohr
LUMO level   -3.694 eV

Geometry as ORCA input:
```
! RIJCOSX wB97M-V def2-TZVPD def2/J DEFGRID3
* xyz 1 1
C 0.423 2.273 1.151
C -1.532 -0.407 0.198
C 0.315 0.041 -1.684
C 0.914 1.274 0.252
C -0.338 -0.941 -0.629
C -0.245 -0.490 0.739
N -0.250 -2.397 -0.837
N 0.141 -1.013 1.872
N 0.861 2.587 2.421
N 0.387 1.372 -1.122
O -0.691 2.893 0.751
I -0.208 3.859 3.479
H -1.941 0.571 0.087
H -2.288 -1.011 0.502
H 1.346 -0.457 -1.778
H -0.095 0.166 -2.659
H 1.980 0.773 0.528
H -0.804 -2.658 -1.583
H -0.598 -2.966 -0.020
H 1.039 -1.511 1.886
H -0.515 -1.080 2.635
H 1.872 2.643 2.575
H 0.885 2.088 -1.708
H -1.064 2.433 -0.025
*
```

=====

[2]
ORCA calculation (ωB97M-V/def2-TZVPD) on C6H12IrN2PS as an isolated structure in a non-equilibrium geometry.

## Properties
Highest occupied orbital energy (spin up / spin down)   -8.22 / -12.63 eV
Frontier orbital gap (spin up / spin down)   0.188 / 0.238 hartree
Largest force on an atom   0.070 hartree/bohr
LUMO level (spin up / spin down)   -3.106 / -6.136 eV
Relative energy (zero: lowest compared OMol25 entry of this formula, charge and spin)   0.5543 eV

Geometry as ORCA input:
```
! RIJCOSX wB97M-V def2-TZVPD def2/J DEFGRID3
* xyz 1 6
C 0.426 0.727 -1.600
C 0.134 0.036 -2.764
C -0.251 -1.313 -2.848
C -0.476 -2.174 -1.759
C -0.472 -1.815 -0.412
Ir 0.234 -0.121 0.143
P 0.050 2.079 0.815
H 0.735 1.795 -1.692
H 0.214 0.646 -3.667
H -0.368 -1.709 -3.867
H -0.701 -2.625 0.311
H -0.719 -3.216 -1.988
H -1.164 2.519 1.413
H 0.078 3.034 -0.231
H 1.138 2.669 1.536
N 0.007 -1.141 4.141
C 0.334 -0.125 3.330
N 0.066 1.122 3.736
S 1.398 -0.532 2.007
H -0.512 -0.991 4.998
H 0.220 -2.093 3.869
H 0.186 1.932 3.125
H -0.560 1.276 4.525
*
```

=====

[3]
ORCA calculation (ωB97M-V/def2-TZVPD) on C6H12MgO6 as an isolated structure in a non-equilibrium geometry.

## Properties
Highest occupied orbital energy (spin up / spin down)   4.02 / 4.04 eV
Frontier orbital gap (spin up / spin down)   0.139 / 0.108 hartree
Largest force on an atom   0.080 hartree/bohr
LUMO level (spin up / spin down)   7.801 / 6.974 eV
Relative energy (zero: lowest compared OMol25 entry of this formula, charge and spin)   0.7231 eV

Geometry as ORCA input:
```
! RIJCOSX wB97M-V def2-TZVPD def2/J DEFGRID3
* xyz -3 2
Mg 0.260 0.069 -0.054
O 1.683 -1.264 -0.513
C 1.079 -2.483 -0.865
C -0.524 -2.573 -0.475
O -1.157 -1.263 -0.286
H 1.586 -3.438 -0.724
H 1.165 -2.458 -1.951
H -0.692 -3.217 0.388
H -0.936 -2.957 -1.409
O -0.092 0.651 1.850
C 1.025 0.930 2.690
C 0.855 0.517 4.256
O -0.501 0.558 4.789
H 1.196 2.001 2.584
H 1.962 0.547 2.285
H 1.555 1.123 4.832
H 1.125 -0.538 4.218
O -2.765 0.793 -2.111
C -1.859 1.380 -3.026
C -0.531 2.120 -2.410
O 0.146 1.644 -1.209
H -2.455 2.000 -3.695
H -1.567 0.590 -3.718
H -0.826 3.163 -2.291
H 0.268 2.104 -3.151
*
```

=====

[4]
ORCA calculation (ωB97M-V/def2-TZVPD) on an isolated ion of composition C6H12N and charge +1 in a non-equilibrium geometry.

## Properties
Highest occupied orbital energy (spin up / spin down)   -13.52 / -14.42 eV
Frontier orbital gap (spin up / spin down)   0.295 / 0.352 hartree
Largest force on an atom   0.091 hartree/bohr
LUMO level (spin up / spin down)   -5.497 / -4.857 eV
Relative energy (zero: lowest compared OMol25 entry of this formula, charge and spin)   6.3498 eV

Geometry as ORCA input:
```
! RIJCOSX wB97M-V def2-TZVPD def2/J DEFGRID3
* xyz 1 1
C -0.111 -1.473 0.351
C -0.288 -1.655 1.610
C 0.563 0.825 0.383
C -0.391 1.507 1.218
C 1.342 -0.723 -1.328
C -0.869 0.092 -1.458
N 0.232 -0.252 -0.511
H -0.325 -2.639 2.091
H -0.263 -1.016 2.497
H 1.539 0.703 0.962
H -1.434 1.637 0.721
H 0.096 2.385 1.663
H -0.636 0.757 2.007
H 0.980 -1.430 -2.074
H 1.775 0.034 -2.004
H 2.112 -1.154 -0.664
H -1.620 -0.663 -1.843
H -1.700 0.693 -0.910
H -0.518 0.697 -2.268
*
```

=====

[5]
ORCA calculation (ωB97M-V/def2-TZVPD) on an isolated ion of composition C6H12N and charge +1 in a non-equilibrium geometry.

## Properties
Highest occupied orbital energy   -14.26 eV
Frontier orbital gap   0.344 hartree
Largest force on an atom   0.091 hartree/bohr
LUMO level   -4.901 eV
Relative energy (zero: lowest compared OMol25 entry of this formula, charge and spin)   2.6419 eV

Geometry as ORCA input:
```
! RIJCOSX wB97M-V def2-TZVPD def2/J DEFGRID3
* xyz 1 1
C -1.620 1.141 -0.120
C -0.313 1.341 -0.106
C -2.139 -0.249 0.023
C 0.792 0.315 0.004
C 1.670 0.162 1.244
C 1.197 -0.076 -1.342
N -1.022 -1.101 0.285
H -2.123 2.052 -0.298
H 0.211 2.380 -0.254
H -2.798 -0.157 0.903
H -2.558 -0.647 -0.841
H 1.575 -0.833 1.393
H 1.235 0.677 2.027
H 2.621 0.430 0.824
H 0.611 -0.923 -1.721
H 2.266 -0.395 -1.349
H 0.979 0.703 -2.068
H -0.785 -1.363 1.218
H -1.090 -1.999 -0.200
*
```

=====

[6]
ORCA calculation (ωB97M-V/def2-TZVPD) on an isolated ion of composition C6H12N and charge +1 in a non-equilibrium geometry.

## Properties
Highest occupied orbital energy (spin up / spin down)   -13.77 / -13.77 eV
Frontier orbital gap (spin up / spin down)   0.293 / 0.293 hartree
Largest force on an atom   0.058 hartree/bohr
LUMO level (spin up / spin down)   -5.796 / -5.796 eV
Relative energy (zero: lowest compared OMol25 entry of this formula, charge and spin)   3.9201 eV

Geometry as ORCA input:
```
! RIJCOSX wB97M-V def2-TZVPD def2/J DEFGRID3
* xyz 1 1
C -0.920 -0.014 -0.327
C -1.010 0.830 0.650
C -1.879 -0.761 -1.284
C -0.626 1.434 1.867
C 1.179 -1.027 0.609
C 1.255 0.418 -1.376
N 0.501 -0.284 -0.408
H -2.877 -0.363 -1.121
H -1.884 -1.784 -0.924
H -1.478 -0.762 -2.283
H -1.442 1.451 2.635
H -0.414 2.488 1.898
H 0.236 0.960 2.238
H 2.114 -1.466 0.290
H 1.347 -0.362 1.512
H 0.529 -1.771 1.027
H 0.597 1.004 -1.943
H 2.092 1.032 -0.869
H 1.729 -0.249 -2.045
*
```

=====

[7]
ORCA calculation (ωB97M-V/def2-TZVPD) on C6H12N as an isolated structure in a non-equilibrium geometry.

## Properties
Highest occupied orbital energy   -14.47 eV
Frontier orbital gap   0.371 hartree
Largest force on an atom   0.128 hartree/bohr
LUMO level   -4.385 eV
Relative energy (zero: lowest compared OMol25 entry of this formula, charge and spin)   3.7219 eV

Geometry as ORCA input:
```
! RIJCOSX wB97M-V def2-TZVPD def2/J DEFGRID3
* xyz 1 1
C -0.249 1.411 0.550
C 1.266 0.090 0.509
C 0.019 -0.546 -0.109
C 2.353 0.651 -0.265
C -0.233 -1.904 0.500
C -2.258 0.675 -0.580
N -0.942 0.533 -0.089
H -0.635 2.210 1.096
H 1.350 -0.023 1.572
H 0.142 -0.670 -1.175
H 1.977 1.286 -1.098
H 2.894 -0.278 -0.676
H 3.123 1.250 0.395
H -1.264 -2.184 0.448
H 0.120 -2.071 1.447
H 0.331 -2.600 -0.108
H -2.213 0.989 -1.645
H -2.994 1.444 -0.194
H -2.786 -0.265 -0.579
*
```

=====

[8]
ORCA calculation (ωB97M-V/def2-TZVPD) on C6H12N2 as an isolated structure in a non-equilibrium geometry.

## Properties
Highest occupied orbital energy   -8.58 eV
Frontier orbital gap   0.353 hartree
Largest force on an atom   0.078 hartree/bohr
LUMO level   1.024 eV
Relative energy (zero: lowest compared OMol25 entry of this formula, charge and spin)   1.2293 eV

Geometry as ORCA input:
```
! RIJCOSX wB97M-V def2-TZVPD def2/J DEFGRID3
* xyz 0 1
C 0.004 0.110 -1.021
C 0.751 -1.191 -0.683
C 0.577 -1.099 0.863
C -0.130 0.257 0.982
C 0.589 1.071 -0.005
C -1.268 0.080 -0.085
H -0.676 1.302 -2.594
H 0.516 0.119 -3.042
H 1.775 -1.140 -1.047
H 0.200 -2.023 -1.114
H 1.635 -1.137 1.310
H 0.038 -1.925 1.342
H -0.665 -0.221 2.850
H -0.833 1.439 2.491
H 1.712 1.156 0.102
H 0.218 2.058 -0.139
H -1.938 -0.811 0.019
H -1.919 0.981 -0.210
N -0.317 0.357 -2.367
N -0.270 0.619 2.350
*
```

=====

[9]
ORCA calculation (ωB97M-V/def2-TZVPD) on an isolated molecule of C6H12N2 in a non-equilibrium geometry.

## Properties
Highest occupied orbital energy   -8.74 eV
Frontier orbital gap   0.355 hartree
Largest force on an atom   0.061 hartree/bohr
LUMO level   0.907 eV
Relative energy (zero: lowest compared OMol25 entry of this formula, charge and spin)   1.5837 eV

Geometry as ORCA input:
```
! RIJCOSX wB97M-V def2-TZVPD def2/J DEFGRID3
* xyz 0 1
C 0.352 0.226 -0.340
C 1.121 0.875 0.845
C 1.179 -0.849 -1.060
C -1.056 -0.306 -0.043
N 2.023 -0.012 1.577
C -2.289 0.483 -1.766
C -1.518 -0.609 1.179
N -1.875 -0.555 -1.124
H 0.225 1.048 -1.058
H 2.421 0.481 2.375
H 1.514 -0.815 1.941
H 1.734 1.691 0.443
H 0.425 1.348 1.548
H 2.182 -0.478 -1.296
H 0.707 -1.141 -2.005
H 1.279 -1.754 -0.451
H -2.035 1.523 -1.495
H -2.939 0.351 -2.647
H -2.518 -1.017 1.296
H -0.932 -0.491 2.080
*
```

=====

| no. | calculated total energy (Eh) |
| --- | --- |
| 1 | -827.4198 |
| 2 | -1188.6783 |
| 3 | -886.9920 |
| 4 | -290.0886 |
| 5 | -290.2248 |
| 6 | -290.1778 |
| 7 | -290.1851 |
| 8 | -345.2827 |
| 9 | -345.2697 |